# 1
{
  "formula": "C3H3N3O",
  "method": "the ωB97M-V functional and the def2-TZVPD basis",
  "elements": ["C", "N", "H", "C", "C", "H", "N", "N", "O", "H"],
  "xyz": [[-0.09284, -1.01002, 0.18183], [-1.54420, 0.70616, -0.21838], [0.54389, -1.84156, 0.45613], [-0.42928, 1.16716, -0.12183], [0.59859, 0.18616, 0.05378], [-2.18177, -1.24997, -0.30626], [-1.46022, -0.66496, -0.06753], [1.99282, 0.61775, 0.43726], [2.90376, -0.25013, -0.47311], [-0.33075, 2.33941, 0.05812]],
  "nbo_charge": [-0.03, -0.24, 0.26, -0.01, -0.08, 0.41, -0.36, 0.14, -0.32, 0.22],
  "max_force_ha_per_bohr": 0.1869,
  "homo_energy_ev": -10.04,
  "relative_energy_kcal_mol": 161.4,
  "total_charge": 0,
  "orbital_gap_ev": 7.87
}


# 2
{
  "formula": "C3H3N3O",
  "method": "the ωB97M-V functional and the def2-TZVPD basis",
  "elements": ["C", "C", "O", "N", "H", "H", "N", "C", "N", "H"],
  "xyz": [[-0.26088, -1.03737, -0.01332], [0.90036, -0.41994, 0.14017], [-1.98246, 0.44294, 0.78709], [1.01418, 2.40800, -0.52517], [-2.35796, -1.44252, 0.17395], [2.47752, 0.44539, -0.49589], [-0.05648, 2.32957, -0.28430], [-1.62505, -0.62638, 0.34379], [2.04604, -0.04435, 0.28620], [-0.12332, -2.02823, -0.43135]],
  "nbo_charge": [-0.58, 0.52, -0.53, -0.04, 0.11, 0.40, 0.04, 0.41, -0.60, 0.26],
  "max_force_ha_per_bohr": 0.0341,
  "homo_energy_ev": -9.75,
  "relative_energy_kcal_mol": 25.3,
  "total_charge": 0,
  "orbital_gap_ev": 10.18
}


# 3
{
  "formula": "C3H3N3O",
  "method": "the ωB97M-V functional and the def2-TZVPD basis",
  "elements": ["N", "H", "C", "N", "C", "H", "N", "H", "C", "O"],
  "xyz": [[-1.39458, 1.19046, -2.06119], [0.30100, -0.78585, -1.98552], [0.28098, -0.17829, -1.09222], [1.85263, -0.44924, 0.88146], [-1.35724, -0.08194, 1.97961], [-0.87838, 1.27259, -0.14301], [-0.74502, 0.86332, -1.08912], [2.72744, 0.07688, 0.86446], [1.13898, -0.30265, -0.10594], [-1.63642, -0.82423, 2.79018]],
  "nbo_charge": [-0.24, 0.26, -0.30, -0.60, 0.49, 0.33, -0.23, 0.38, 0.39, -0.48],
  "max_force_ha_per_bohr": 0.0280,
  "homo_energy_ev": -8.17,
  "relative_energy_kcal_mol": 100.8,
  "total_charge": 0,
  "orbital_gap_ev": 8.84
}


# 4
{
  "formula": "C3H3N3O",
  "method": "the ωB97M-V functional and the def2-TZVPD basis",
  "elements": ["H", "N", "C", "O", "N", "H", "N", "H", "C", "C"],
  "xyz": [[-2.09988, -0.28496, -0.91189], [3.17296, -0.95092, 0.64281], [-1.10817, -0.35733, -0.47880], [0.02230, -0.12133, -1.28122], [0.90762, 0.74115, -0.61952], [-1.22343, -1.34713, -0.17324], [0.28486, 1.16840, 0.49834], [-1.47233, 0.87319, 1.57514], [-0.87246, 0.61110, 0.65351], [2.38851, -0.33216, 0.09487]],
  "nbo_charge": [0.23, -0.42, -0.18, -0.33, 0.15, 0.22, -0.26, 0.24, 0.09, 0.26],
  "max_force_ha_per_bohr": 0.0897,
  "homo_energy_ev": [-10.18, -10.18],
  "relative_energy_kcal_mol": 147.1,
  "total_charge": 0,
  "orbital_gap_ev": [8.77, 8.77]
}


Which formula does entry 3 have?
C3H3N3O